{
  "formula": "C65H42CdI4N6Te",
  "method": "ωB97M-V/def2-TZVPD",
  "symbols": ["Cd", "I", "C", "C", "C", "C", "C", "C", "C", "C", "C", "C", "C", "C", "C", "C", "C", "C", "I", "C", "C", "C", "N", "C", "C", "C", "C", "C", "C", "I", "C", "C", "C", "C", "C", "C", "N", "C", "C", "C", "C", "C", "N", "C", "C", "C", "C", "I", "C", "C", "C", "C", "N", "H", "H", "H", "H", "H", "H", "H", "H", "H", "H", "H", "H", "H", "H", "H", "H", "H", "H", "H", "H", "H", "H", "H", "H", "N", "C", "C", "C", "C", "C", "C", "C", "C", "N", "C", "H", "H", "H", "H", "H", "H", "H", "H", "Te", "C", "C", "C", "C", "C", "C", "C", "C", "C", "C", "C", "C", "H", "H", "H", "H", "H", "H", "H", "H", "H", "H"],
  "positions_angstrom": [[-1.08, 0.88, -0.06], [-3.25, 6.53, 7.57], [-2.60, 5.27, 6.00], [-3.53, 4.60, 5.23], [-3.10, 3.78, 4.20], [-1.74, 3.63, 3.92], [-0.82, 4.32, 4.71], [-1.24, 5.13, 5.75], [-1.35, 2.76, 2.80], [-0.48, 3.26, 1.81], [0.14, 4.54, 1.75], [0.95, 4.55, 0.64], [0.80, 3.28, 0.02], [1.31, 2.87, -1.28], [2.64, 2.81, -1.62], [3.66, 3.28, -0.71], [4.92, 2.84, -0.59], [5.47, 1.64, -1.20], [5.76, 0.18, 0.46], [4.06, 1.65, -3.35], [3.00, 2.34, -2.95], [0.26, 2.50, -2.23], [-0.63, 1.52, -2.00], [-1.51, 1.50, -3.06], [-2.56, 0.58, -3.20], [-3.23, 0.58, -4.51], [-4.60, 0.77, -4.63], [-5.20, 0.86, -5.88], [-4.42, 0.75, -7.02], [-5.31, 0.93, -8.93], [-3.06, 0.52, -6.92], [-2.47, 0.45, -5.68], [-3.00, -0.31, -2.21], [-3.97, -1.36, -2.36], [-4.09, -1.96, -1.14], [-3.23, -1.24, -0.23], [-2.56, -0.29, -0.92], [-3.21, -1.41, 1.17], [-2.75, -0.44, 2.09], [-2.91, -0.41, 3.52], [-2.47, 0.80, 3.94], [-1.97, 1.49, 2.79], [-2.15, 0.71, 1.70], [-3.72, -2.70, 1.64], [-3.21, -3.85, 1.04], [-3.58, -5.11, 1.46], [-4.51, -5.23, 2.48], [-5.10, -7.16, 3.13], [-5.08, -4.11, 3.05], [-4.69, -2.85, 2.64], [-1.14, 2.54, -3.97], [-0.03, 3.15, -3.45], [-0.06, 2.52, 0.73], [-4.59, 4.71, 5.43], [-3.83, 3.26, 3.60], [0.24, 4.20, 4.53], [-0.52, 5.64, 6.36], [-0.04, 5.36, 2.42], [1.54, 5.36, 0.27], [3.38, 4.12, -0.09], [5.59, 3.34, 0.09], [4.15, 1.39, -4.40], [2.26, 2.57, -3.71], [-5.21, 0.87, -3.75], [-6.26, 1.04, -5.96], [-2.45, 0.42, -7.81], [-1.40, 0.29, -5.59], [-4.49, -1.63, -3.26], [-4.74, -2.77, -0.88], [-3.31, -1.20, 4.13], [-2.44, 1.18, 4.95], [-2.49, -3.74, 0.24], [-3.16, -5.98, 0.98], [-5.83, -4.21, 3.82], [-5.16, -1.98, 3.06], [-1.67, 2.81, -4.86], [0.51, 3.98, -3.86], [0.78, -1.44, -1.83], [0.42, -2.44, -0.94], [0.23, -3.75, -1.34], [0.03, -4.77, -0.40], [-0.05, -4.48, 0.94], [0.10, -3.16, 1.38], [0.02, -2.81, 2.75], [0.23, -1.50, 3.12], [0.58, -0.57, 2.16], [0.66, -0.85, 0.85], [0.37, -2.13, 0.44], [0.34, -0.53, -1.66], [0.66, -1.71, -2.80], [0.26, -4.00, -2.39], [-0.10, -5.78, -0.75], [-0.22, -5.26, 1.67], [-0.19, -3.57, 3.48], [0.17, -1.19, 4.15], [0.83, 0.45, 2.44], [2.74, -0.18, 0.24], [5.13, 1.05, -2.52], [6.50, 1.75, -2.28], [7.71, 0.94, -2.34], [7.64, -0.41, -2.35], [6.39, -1.08, -2.55], [5.24, -0.41, -2.72], [3.30, -1.91, 1.39], [3.37, -3.16, 0.78], [3.78, -4.27, 1.49], [4.14, -4.13, 2.83], [4.05, -2.90, 3.45], [3.63, -1.79, 2.73], [6.61, 2.77, -2.65], [8.64, 1.47, -2.38], [8.55, -0.99, -2.32], [6.42, -2.15, -2.67], [4.34, -0.91, -3.05], [3.10, -3.26, -0.27], [3.85, -5.23, 1.01], [4.50, -4.99, 3.38], [4.32, -2.79, 4.48], [3.56, -0.83, 3.22]],
  "mulliken_charge": [2.836, 0.060, -0.143, -0.736, -0.249, 0.294, -0.473, -0.671, 0.811, -0.262, -1.300, -1.356, -0.120, 0.884, 0.536, -0.143, -1.347, 0.343, -0.052, -1.443, -0.859, -0.926, 0.192, -0.017, 0.607, 0.195, -0.502, -0.629, -0.160, 0.059, -0.717, -0.256, -0.007, -1.643, -1.201, 0.416, 0.091, 1.362, 0.166, -1.329, -1.398, -0.208, -0.739, -0.137, -0.260, -0.744, -0.416, 0.029, -0.709, -0.493, -1.293, -1.465, 0.386, 0.393, 0.541, 0.581, 0.380, 0.693, 0.701, 0.172, 0.464, 0.497, 0.370, 0.549, 0.386, 0.380, 0.531, 0.618, 0.585, 0.702, 0.626, 0.841, 0.502, 0.414, 0.650, 0.659, 0.738, 0.290, 0.155, -0.615, -1.037, -1.280, 1.611, -0.767, -0.921, -0.582, 0.103, -0.166, -0.557, 0.430, 0.521, 0.508, 0.532, 0.552, 0.456, 0.605, 1.045, 2.611, -0.268, -1.014, -0.554, -0.550, -1.248, 0.351, -0.546, -0.647, -0.549, -0.624, -0.472, 0.661, 0.424, 0.443, 0.466, 0.473, 0.519, 0.472, 0.416, 0.460, 0.461],
  "lumo_ev": -1.7,
  "mol_weight_g_mol": 1654.72,
  "homo_lumo_gap_ev": 3.70,
  "energy_ha": -4457.1055,
  "homo_energy_ev": -5.426
}